1.
53
Properties=species:S:1:pos:R:3:mulliken_charge:R:1 method="wB97M-V/def2-TZVPD" de_lowest_kcal_mol=0.00 total_energy_ha=-1273.82991 mol_weight_g_mol=541.65 charge=+1
Pb 0.116 0.297 0.879 1.59
C 2.657 -2.115 -1.248 -1.20
C 2.428 -0.711 -1.789 0.14
N 2.546 0.337 -0.777 -0.01
C 2.623 1.684 -1.353 -1.16
C 1.319 2.157 -1.973 -0.59
N 0.244 2.217 -0.979 -0.12
C -1.097 2.552 -1.501 -0.83
C -1.687 1.540 -2.485 -0.99
C -1.353 0.069 -2.297 -0.35
N -1.590 -0.452 -0.941 0.07
C -1.714 -1.919 -0.919 -1.16
C -0.364 -2.604 -1.059 -0.51
N 0.483 -2.225 0.073 -0.02
C 1.919 -2.546 0.013 -0.76
H 3.721 -2.249 -1.030 0.39
H 2.451 -2.814 -2.063 0.39
H 1.433 -0.645 -2.230 -0.34
H 3.128 -0.555 -2.622 0.41
H 3.384 0.180 -0.227 0.28
H 3.399 1.753 -2.127 0.42
H 2.919 2.371 -0.555 0.40
H 1.018 1.489 -2.779 0.40
H 1.490 3.135 -2.437 0.37
H 0.482 2.957 -0.322 0.36
H -1.086 3.532 -1.990 0.39
H -1.745 2.643 -0.629 0.28
H -1.390 1.789 -3.507 0.40
H -2.772 1.672 -2.465 0.39
H -0.310 -0.114 -2.552 0.04
H -1.945 -0.504 -3.020 0.41
H -2.448 -0.053 -0.571 0.11
H -2.382 -2.263 -1.715 0.43
H -2.178 -2.203 0.029 0.39
H 0.119 -2.299 -1.986 0.36
H -0.511 -3.687 -1.128 0.37
H 0.115 -2.684 0.902 0.30
H 2.082 -3.623 0.128 0.42
H 2.370 -2.077 0.892 0.33
N -0.379 -0.316 5.754 -0.04
C 0.950 0.032 5.780 -0.43
C 1.361 -0.019 4.487 -0.40
N 0.313 -0.396 3.671 -0.13
C -0.715 -0.558 4.471 -0.39
H -0.999 -0.365 6.544 0.20
H 1.462 0.273 6.694 0.39
H 2.345 0.183 4.099 0.39
H -1.719 -0.819 4.177 0.40
N -5.856 1.627 -0.392 -0.52
C -5.124 1.787 0.488 0.52
N -4.307 1.988 1.512 -0.67
C -3.151 1.492 1.518 0.55
N -2.056 1.056 1.555 -0.68

=====

2.
64
Properties=species:S:1:pos:R:3:mulliken_charge:R:1 method="wB97M-V/def2-TZVPD" de_lowest_kcal_mol=59.70 total_energy_ha=-2793.50564 mol_weight_g_mol=574.51 charge=-1
N -0.587 0.669 -1.051 0.52
O -0.261 0.862 0.149 -0.25
O -1.464 1.442 -1.512 -0.71
O 0.349 0.408 -1.784 -0.42
O -1.204 2.859 5.972 -0.62
S -0.733 1.671 5.356 1.06
O -1.522 0.677 4.634 -0.52
O 0.425 2.188 4.245 -0.40
C 0.277 1.834 2.942 -0.17
C 1.650 2.340 2.268 -0.19
C 0.258 0.886 6.450 -0.81
H -0.634 2.257 2.471 0.37
H 0.079 0.798 2.918 0.17
H 2.367 1.728 2.990 0.24
H 1.621 3.475 2.703 0.32
H 1.738 2.042 1.184 -0.46
H 0.821 -0.001 6.045 0.22
H -0.336 0.511 7.276 0.37
H 0.897 1.685 6.726 0.36
O -5.054 -1.129 1.199 -0.58
S -4.049 -2.058 1.408 1.17
O -4.182 -3.288 2.108 -0.62
O -3.547 -2.643 -0.225 -0.44
C -3.618 -1.734 -1.216 -0.08
C -3.556 -2.515 -2.538 -1.08
C -2.526 -1.316 2.027 -0.69
H -3.172 -0.808 -1.063 0.44
H -4.656 -1.205 -1.100 0.25
H -4.338 -3.263 -2.749 0.39
H -2.482 -2.908 -2.816 0.14
H -3.876 -1.898 -3.613 0.24
H -2.686 -0.955 3.092 0.36
H -2.429 -0.550 1.301 0.18
H -1.867 -2.072 2.140 0.35
C 1.249 -2.039 0.853 0.08
C 2.404 -1.090 1.001 0.61
O 2.678 -1.100 2.409 -0.38
C 1.800 -1.903 2.966 0.68
O 1.670 -2.156 4.105 -0.59
O 0.986 -2.401 2.104 -0.38
H 1.726 -2.743 0.330 0.50
H 0.309 -1.554 0.162 -0.21
H 2.136 -0.138 0.631 -0.59
H 3.306 -1.325 0.315 0.27
C 1.992 3.031 -2.821 0.20
C 2.289 2.701 -1.325 0.39
O 3.582 3.182 -1.104 -0.43
C 3.967 4.035 -2.206 0.48
O 5.011 4.503 -2.237 -0.46
O 3.072 3.944 -3.213 -0.36
H 1.089 3.513 -2.935 0.39
H 2.075 2.038 -3.476 -0.10
H 2.252 1.884 -0.951 -0.31
H 1.544 3.458 -0.871 0.20
C -0.380 -1.272 -4.538 -0.14
C 1.211 -1.240 -4.694 0.06
O 1.257 -1.878 -6.011 -0.37
C 0.089 -2.353 -6.500 0.56
O -0.023 -3.120 -7.451 -0.56
O -0.901 -1.792 -5.675 -0.36
H -0.745 -0.265 -4.400 0.30
H -0.492 -1.937 -3.714 0.14
H 1.748 -1.825 -3.880 0.22
H 1.397 -0.149 -4.809 0.10

=====

3.
73
Properties=species:S:1:pos:R:3:mulliken_charge:R:1 method="wB97M-V/def2-TZVPD" total_energy_ha=-20721.78741 mol_weight_g_mol=1269.63 charge=+1
C -5.692 -0.029 2.218 -0.93
C -5.262 -1.081 1.172 -1.09
C -4.124 -0.529 0.288 -0.04
F -4.505 -0.743 -1.020 -0.41
C -2.763 -1.239 0.423 0.18
C -1.839 -0.695 -0.702 -2.42
C -0.388 -0.232 -0.353 2.27
C -0.125 0.937 -1.309 -2.07
C 1.315 1.205 -1.711 -0.87
C 1.385 2.612 -2.323 0.02
Br 2.614 3.746 -1.243 -0.31
C 0.578 -1.350 -0.826 -2.36
S 0.401 -2.972 -0.103 1.18
O 1.099 -2.949 1.145 -0.64
O 0.943 -3.913 -1.020 -0.54
C -0.226 0.118 1.091 0.31
Br 1.792 0.335 1.587 -0.16
P -1.115 1.745 1.499 0.69
N -0.081 2.988 1.024 0.01
O -1.052 1.782 3.113 0.00
O -0.663 -0.845 2.063 -0.46
S -2.215 -1.147 2.101 1.32
O -2.355 -2.445 2.651 -0.73
O -2.939 -0.178 2.840 -0.49
H -6.755 0.158 2.300 0.41
H -5.294 -0.346 3.170 0.25
H -5.224 0.904 1.921 0.41
H -6.104 -1.295 0.535 0.53
H -5.017 -2.029 1.624 0.40
H -3.994 0.530 0.463 0.33
H -2.958 -2.283 0.238 0.75
H -2.331 0.149 -1.155 0.89
H -1.781 -1.444 -1.472 0.45
H -0.584 1.856 -0.976 1.20
H -0.682 0.665 -2.332 0.07
H 2.038 1.206 -0.913 0.51
H 1.619 0.552 -2.516 0.34
H 0.438 3.118 -2.312 0.47
H 1.768 2.598 -3.326 -0.32
H 1.615 -1.117 -0.657 0.65
H 0.359 -1.470 -1.875 0.66
H -0.908 -3.299 0.025 0.08
H -0.575 3.607 0.393 0.35
H 0.166 3.561 1.814 -0.17
H -0.132 1.899 3.318 0.10
Al -5.461 2.052 3.790 0.55
C -0.101 5.347 4.669 -0.13
Cl -1.386 5.690 3.580 0.01
Cl -0.556 4.267 5.974 -0.06
Cl 1.198 4.476 3.638 -0.36
H 0.327 6.247 5.092 0.45
Br 1.595 -6.377 -0.597 -0.04
Cl -2.984 3.458 3.106 -0.61
C 3.189 3.557 -6.267 0.33
Cl 2.853 2.000 -5.503 -0.08
Cl 2.856 4.855 -5.120 -0.11
Cl 4.886 3.618 -6.752 -0.10
Cl 2.164 3.747 -7.684 -0.08
Cl 4.547 -8.073 -3.136 -0.16
C 5.608 -6.746 -2.603 -0.44
C 4.908 -5.412 -2.626 0.00
Cl 4.549 -4.866 -4.285 -0.18
H 6.489 -6.744 -3.239 0.36
H 5.918 -6.977 -1.585 0.27
H 5.550 -4.657 -2.175 0.30
H 3.973 -5.444 -2.075 -0.10
Br -1.369 1.147 -4.024 -0.69
O 1.280 1.414 4.077 -0.36
H 1.462 0.962 3.128 0.08
H 1.482 2.387 4.106 0.13
H 1.696 0.924 4.814 0.44
Br 1.468 -7.450 -2.648 -0.05
K 3.413 3.959 3.474 0.84

=====

4.
55
Properties=species:S:1:pos:R:3:mulliken_charge:R:1 method="wB97M-V/def2-TZVPD" total_energy_ha=-9144.27561 mol_weight_g_mol=584.00 charge=+1
C 1.610 -2.657 3.076 -0.95
C 2.290 -3.250 1.797 0.02
O 3.366 -2.405 1.269 -0.49
B 3.074 -1.945 -0.010 0.27
O 2.894 -2.870 -1.071 -0.48
N 2.903 -0.454 -0.324 -0.03
C 2.071 0.238 0.718 -1.11
C 0.512 -0.003 0.526 0.29
C -0.221 0.675 1.737 -0.73
C -1.796 0.595 1.676 -0.89
N -2.318 -0.522 0.883 0.30
C -2.435 -0.713 -0.494 -0.61
C -3.043 -2.013 -0.650 -0.45
C -3.357 -2.629 0.693 -0.65
C -2.846 -1.599 1.587 -0.40
H 0.926 -1.813 2.788 0.07
H 2.323 -2.353 3.882 0.29
H 0.955 -3.468 3.504 0.38
H 1.489 -3.329 1.010 0.10
H 2.719 -4.260 2.036 0.40
H 1.921 -3.003 -1.106 0.39
H 3.857 -0.053 -0.283 0.38
H 2.581 -0.304 -1.290 0.35
H 2.328 1.325 0.694 0.38
H 2.301 -0.109 1.765 0.52
H 0.253 0.492 -0.454 0.05
H 0.283 -1.094 0.387 0.43
H 0.047 1.773 1.695 0.27
H 0.235 0.289 2.684 0.49
H -2.239 1.588 1.377 0.36
H -2.151 0.427 2.732 0.26
H -2.098 0.006 -1.271 0.44
H -3.287 -2.530 -1.608 0.39
H -3.837 -3.583 0.939 0.70
H -2.906 -1.699 2.698 0.29
C 1.566 4.790 -3.495 -0.59
C 1.993 5.311 -2.120 -0.67
C 1.682 4.213 -1.098 -0.70
S 1.776 2.661 -1.988 1.32
O 0.461 2.065 -2.016 -0.71
O 2.946 1.922 -1.542 -0.73
C 2.115 3.371 -3.589 -0.85
H 1.945 5.419 -4.301 0.38
H 0.475 4.775 -3.562 0.29
H 3.066 5.516 -2.125 0.31
H 1.484 6.240 -1.864 0.34
H 2.405 4.206 -0.282 0.37
H 0.673 4.311 -0.698 0.42
H 1.638 2.776 -4.367 0.43
H 3.197 3.375 -3.730 0.37
C -7.140 -4.053 0.681 -0.32
Br -5.661 -3.535 -0.455 -0.01
Br -7.319 -2.869 2.199 -0.02
Br -8.794 -4.206 -0.310 -0.04
H -6.911 -5.039 1.071 0.39

=====

> Look up the charge of the second one.

-1